C10H13O2 | ωB97M-V/def2-TZVPD

- highest occupied orbital energy (eV) = -3.91
- total charge = -1
- ΔE to the lowest compared entry with this formula, charge and spin (kJ/mol) = 199.1

Structure (XYZ):
```
25
Properties=species:S:1:pos:R:3:lowdin_charge:R:1
C 1.73 -1.63 1.20 -0.067
C -1.32 -1.30 -1.21 -0.085
C -1.86 -2.62 -1.22 -0.112
C -0.22 -0.93 -0.43 -0.053
C 0.50 -1.81 0.37 -0.271
C -1.25 -3.46 -0.34 -0.118
C -0.03 -3.12 0.37 -0.057
H -1.79 -0.47 -1.76 0.108
H -2.62 -2.92 -1.89 0.083
H 0.10 0.15 -0.55 0.102
H -1.42 -4.56 -0.25 0.099
H 1.64 -1.55 2.27 0.070
H 2.24 -0.68 0.95 0.089
H 0.56 -3.87 1.00 0.122
H 2.51 -2.39 1.26 0.073
C 0.48 2.94 -0.53 -0.161
C -0.94 2.69 0.17 -0.131
C 1.38 3.76 0.45 -0.808
O 1.97 3.08 1.30 -0.095
O 1.51 4.95 0.14 -0.085
H 0.74 2.07 -1.00 0.011
H 0.30 3.72 -1.46 0.135
H -1.74 3.10 -0.43 0.027
H -1.20 3.21 1.11 0.062
H -1.26 1.61 0.48 0.064
```



C10H13OP | ωB97M-V/def2-TZVPD

- spin multiplicity = 3
- highest occupied orbital energy (spin up / spin down) (eV) = -6.22 / -9.30
- ΔE to the lowest compared entry with this formula, charge and spin (kJ/mol) = 0.0

Structure (XYZ):
```
25
Properties=species:S:1:pos:R:3:lowdin_spin:R:1
C 0.77 -1.24 2.78 0.121
C 0.37 -2.21 1.87 -0.013
C 0.88 0.06 2.29 -0.015
C 0.00 -1.79 0.61 0.097
C 0.63 0.52 0.96 0.109
C 0.13 -0.51 0.02 0.039
C -0.59 -0.32 -3.64 0.211
C -0.42 -0.92 -2.48 0.042
C 1.21 1.88 0.68 0.014
C -0.05 -0.13 -1.33 0.415
O -2.10 1.66 0.82 0.131
P -2.32 1.09 -0.79 0.732
H 1.06 -1.57 3.74 0.008
H 0.11 -3.23 2.12 -0.004
H 1.24 0.93 2.90 -0.003
H -0.50 -2.64 0.08 0.005
H -0.79 -0.88 -4.53 0.015
H -0.64 0.75 -3.75 0.012
H -0.41 -1.98 -2.52 -0.002
H 0.55 2.63 0.14 0.003
H 1.41 2.18 1.66 0.000
H 2.19 1.75 0.10 0.006
H 0.45 0.81 -1.64 0.017
H -1.50 0.97 1.15 0.012
H -1.68 2.21 -1.24 0.049
```



C10H13OS | ωB97M-V/def2-TZVPD

- highest occupied orbital energy (eV) = -12.96
- total charge = +1
- ΔE to the lowest compared entry with this formula, charge and spin (kJ/mol) = 342.4

Structure (XYZ):
```
25
Properties=species:S:1:pos:R:3:lowdin_charge:R:1
C -2.06 -0.23 -3.20 -0.067
C -1.35 0.96 -3.31 -0.016
C -1.78 -1.09 -2.20 -0.077
C -0.23 1.17 -2.45 -0.068
C -0.75 -0.87 -1.30 -0.088
C -0.07 0.30 -1.40 -0.413
C 0.58 -0.59 2.77 -0.222
C 0.88 0.87 2.46 -0.242
C 1.36 -1.68 2.31 0.233
C 0.48 1.31 1.09 -0.338
O 1.79 -0.76 0.31 -0.530
S 1.39 0.61 -0.36 1.133
H -2.83 -0.59 -3.82 0.107
H -1.46 1.58 -4.25 0.137
H -2.28 -2.03 -1.87 0.141
H 0.47 1.96 -2.63 0.103
H -0.70 -1.47 -0.44 0.098
H 0.78 -0.65 3.97 0.214
H -0.43 -0.81 2.38 0.131
H 0.61 1.79 3.14 0.175
H 2.04 1.01 2.39 0.150
H 1.09 -2.39 1.55 0.106
H 2.38 -1.81 2.69 0.125
H -0.58 1.04 1.03 0.108
H 0.65 2.39 1.14 0.102
```



C10H13S2 | ωB97M-V/def2-TZVPD

- highest occupied orbital energy (eV) = -12.50
- total charge = +1
- ΔE to the lowest compared entry with this formula, charge and spin (kJ/mol) = 171.4

Structure (XYZ):
```
25
Properties=species:S:1:pos:R:3:lowdin_charge:R:1
C -3.57 -1.05 0.29 -0.053
C -2.93 -1.04 -0.92 -0.037
C -2.94 -0.52 1.44 -0.044
C -1.55 -0.69 -0.93 -0.027
C -1.70 0.12 1.38 -0.056
C -0.95 -0.03 0.21 -0.382
C 0.33 2.27 -0.10 -0.227
C 2.86 -0.81 -0.54 -0.585
C 1.63 -0.52 -1.18 -0.358
C 1.68 0.13 1.46 -0.538
S 2.54 -1.42 1.10 0.914
S 0.64 0.64 -0.08 0.995
H -4.55 -1.55 0.44 0.136
H -3.38 -1.54 -1.77 0.115
H -3.52 -0.52 2.36 0.121
H -0.92 -0.66 -1.78 0.081
H -1.27 0.53 2.33 0.133
H 1.27 2.89 -0.23 0.062
H -0.61 2.41 -0.63 0.037
H 3.49 -1.65 -1.04 0.145
H 3.58 -0.04 -0.56 0.078
H 1.60 -0.11 -2.23 0.139
H 0.95 -1.49 -1.11 0.132
H 0.90 0.03 2.35 0.101
H 2.38 1.01 1.80 0.116
```



C10H14 | ωB97M-V/def2-TZVPD

- highest occupied orbital energy (eV) = -9.06
- ΔE to the lowest compared entry with this formula, charge and spin (kJ/mol) = 150.5

Structure (XYZ):
```
24
Properties=species:S:1:pos:R:3:lowdin_charge:R:1
C -0.82 -1.49 -0.50 -0.086
C 0.40 -1.55 -0.02 -0.048
C 0.12 0.80 -0.31 -0.135
C 0.14 2.11 -0.27 0.048
C -3.08 -0.16 0.85 0.014
C -2.54 0.36 -0.24 -0.173
C -1.31 -0.14 -0.89 -0.199
C 1.14 -0.23 0.06 -0.542
C 1.71 -0.01 1.46 -0.036
C 2.27 -0.22 -0.98 -0.032
H -1.47 -2.35 -0.63 0.112
H 0.91 -2.45 0.30 0.116
H 1.00 2.65 0.09 0.063
H -0.70 2.71 -0.58 0.059
H -3.98 0.25 1.28 0.050
H -2.65 -1.01 1.34 0.055
H -3.00 1.22 -0.72 0.099
H -1.32 0.02 -1.97 0.130
H 2.20 0.96 1.52 0.078
H 2.44 -0.78 1.70 0.082
H 0.91 -0.03 2.20 0.089
H 2.81 0.72 -0.95 0.083
H 1.86 -0.36 -1.98 0.089
H 2.97 -1.03 -0.78 0.082
```



C10H14B2F4MgN6 | ωB97M-V/def2-TZVPD

- highest occupied orbital energy (eV) = -9.14
- ΔE to the lowest compared entry with this formula, charge and spin (kJ/mol) = 0.0

Structure (XYZ):
```
37
Properties=species:S:1:pos:R:3:lowdin_charge:R:1
H 1.81 -1.91 2.74 0.120
N 0.81 -1.42 0.91 -0.013
B -0.25 -1.52 -1.40 -0.467
N 0.50 -2.20 -0.21 -0.004
C 0.84 -3.49 0.02 -0.057
Mg 0.10 0.47 1.36 0.753
H 0.59 -4.30 -0.65 0.127
C 1.44 -3.56 1.29 -0.055
H 1.76 -4.45 1.79 0.091
C 1.42 -2.24 1.79 -0.106
H -0.54 -2.32 -2.24 0.114
C 0.01 3.52 0.21 -0.020
H -0.08 3.82 1.26 0.031
H -0.71 2.69 0.08 0.006
H -0.23 4.39 -0.43 0.041
N 0.67 -0.45 -2.03 -0.052
N -1.53 -0.78 -0.84 0.007
N 1.16 0.53 -1.23 0.041
N -1.47 0.11 0.23 -0.045
C 1.08 -0.27 -3.30 -0.080
C -2.81 -0.90 -1.22 -0.062
H 0.81 -1.00 -4.05 0.114
H -3.06 -1.60 -1.99 0.121
C 1.85 0.87 -3.33 -0.069
C -3.61 -0.10 -0.39 -0.046
C 1.89 1.33 -2.01 -0.150
C -2.73 0.54 0.51 -0.100
H 2.38 1.24 -4.18 0.081
H -4.68 -0.07 -0.40 0.089
H 2.36 2.20 -1.60 0.093
H -2.95 1.25 1.31 0.128
H 1.01 3.16 -0.06 0.003
F -0.76 0.61 3.12 0.011
B 0.44 1.36 3.70 -1.040
F 0.94 0.60 4.72 0.190
F 1.50 1.28 2.61 0.017
F 0.03 2.65 3.91 0.188
```



C10H14B2F4N6Pd | ωB97M-V/def2-TZVPD

- spin multiplicity = 5
- highest occupied orbital energy (spin up / spin down) (eV) = -16.08 / -15.94
- total charge = +2
- ΔE to the lowest compared entry with this formula, charge and spin (kJ/mol) = 298.3

Structure (XYZ):
```
37
Properties=species:S:1:pos:R:3:lowdin_spin:R:1
H 2.03 -2.35 1.15 0.000
N 0.26 -1.32 0.65 0.181
B -2.10 -0.36 0.61 0.004
N -1.04 -1.38 1.13 0.101
C -1.13 -2.36 2.07 0.040
Pd 0.94 0.07 -0.83 0.943
H -2.08 -2.56 2.56 0.000
C 0.13 -2.94 2.20 0.211
H 0.42 -3.76 2.85 0.008
C 0.97 -2.25 1.30 0.030
H -3.18 -0.50 1.08 -0.001
C 1.79 1.42 -1.90 0.416
H 2.73 0.91 -1.82 0.045
H 1.80 2.46 -1.67 0.018
H 1.29 1.10 -2.79 0.059
N -2.02 -0.49 -0.93 0.100
N -1.46 1.04 0.91 0.092
N -0.80 -0.34 -1.60 0.410
N -0.17 1.32 0.48 0.170
C -2.98 -0.77 -1.84 0.203
C -1.92 2.06 1.66 0.059
H -4.00 -0.94 -1.51 0.006
H -2.92 2.01 2.09 0.000
C -2.41 -0.78 -3.10 0.353
C -0.92 3.03 1.72 0.233
C -1.05 -0.50 -2.92 -0.007
C 0.16 2.53 0.98 0.023
H -2.89 -0.97 -4.05 0.013
H -0.97 3.98 2.24 0.009
H -0.26 -0.39 -3.63 -0.002
H 1.14 2.94 0.83 -0.001
H 1.54 -1.31 -1.50 0.182
F 2.38 0.30 0.95 0.084
B 3.91 0.28 0.71 0.004
F 4.13 -0.60 -0.36 0.009
F 4.24 1.60 0.41 0.000
F 4.46 -0.18 1.89 0.003
```



C10H14BClN6O4Re | ωB97M-V/def2-TZVPD

- spin multiplicity = 4
- highest occupied orbital energy (spin up / spin down) (eV) = -15.59 / -15.57
- total charge = +2
- ΔE to the lowest compared entry with this formula, charge and spin (kJ/mol) = 199.5

Structure (XYZ):
```
37
Properties=species:S:1:pos:R:3:lowdin_spin:R:1
H 0.51 -2.41 -2.81 0.001
N -0.08 -0.63 -1.83 0.120
B -0.79 1.85 -1.34 0.007
N -0.63 0.62 -2.29 0.013
C -0.97 0.47 -3.57 0.033
Re -0.78 -1.11 -0.15 1.564
H -1.45 1.30 -4.06 0.001
C -0.61 -0.82 -4.00 0.017
H -0.78 -1.26 -4.97 0.001
C 0.02 -1.46 -2.95 0.022
H -1.15 2.83 -1.94 0.000
C 2.06 -0.97 3.04 0.004
H 1.60 -1.87 3.47 0.000
H 1.76 -0.94 1.97 0.002
H 1.76 -0.03 3.53 0.000
N 0.58 2.09 -0.66 0.008
N -1.78 1.50 -0.18 0.010
N 1.18 1.07 0.02 0.090
N -1.54 0.40 0.70 0.116
C 1.39 3.18 -0.66 -0.001
C -2.95 2.04 0.15 0.041
H 1.10 4.08 -1.17 0.000
H -3.35 2.86 -0.43 0.002
C 2.54 2.84 0.03 0.005
C -3.48 1.37 1.27 0.021
C 2.37 1.51 0.45 0.004
C -2.56 0.41 1.65 0.020
H 3.40 3.46 0.21 0.001
H -4.42 1.57 1.74 0.001
H 3.05 0.89 1.01 0.000
H -2.53 -0.29 2.47 0.001
H 3.11 -1.11 2.99 0.000
O 1.41 -6.36 1.23 0.299
Cl 0.85 -5.06 1.73 0.201
O 0.15 -5.25 3.05 0.273
O 1.94 -4.07 1.89 0.223
O -0.92 -2.72 0.43 -0.098
```



E, respectively: -14675.5428, -21912.5620, -23452.2001, -32240.1156, -10594.9835, -37216.4356, -35220.5710, -43028.5971 eV.